# 1
Here is one molecule with the formula C5H11N at a distorted geometry from the Open Molecules 2025 dataset. Energies are from wB97M-V/def2-TZVPD.

Summary:
- 2S+1 = 1
- E_tot (eV) = -6851.2800
- relative energy (zero: lowest compared OMol25 entry of this formula, charge and spin) (eV) = 2.249
- structure (SMILES) = C/C=C/NCC

CARTESIAN COORDINATES (ANGSTROEM)
H: -3.3754 0.7745 0.7894
C: -0.6349 -0.6053 -0.5677
C: 1.6558 0.2774 -0.5190
H: 1.3974 1.3537 1.5785
H: 1.0059 -1.5035 0.4043
N: 0.7257 -0.9565 -0.4416
H: -0.9525 -0.1126 1.4628
H: 2.8410 0.3891 1.4184
H: -2.8153 0.6626 -0.8414
C: -1.3782 -0.2351 0.4691
H: -0.9361 -0.5548 -1.5934
C: 2.2751 1.0407 0.8036
C: -2.8102 0.0891 0.1233
H: 1.2967 1.0508 -1.2009
H: 2.7694 1.9791 0.3104
H: -3.5056 -0.7893 -0.0147
H: 2.5494 0.0457 -1.0774


# 2
Here is C64H58HfN2O2P3S2 as an isolated structure at a distorted geometry from the Open Molecules 2025 dataset. Energies are from wB97M-V/def2-TZVPD.

Summary:
- total charge = +1
- 2S+1 = 1
- E_tot (eV) = -125225.7752
- relative energy (zero: lowest compared OMol25 entry of this formula, charge and spin) (eV) = 5.442

CARTESIAN COORDINATES (ANGSTROEM)
C: -2.2120 -1.1802 3.2340
H: -4.2704 -3.2015 -1.7762
H: 5.1199 -2.7606 -2.4068
H: -1.5259 -0.4874 7.5065
H: 0.0176 1.3801 6.4882
C: -1.8551 3.8757 -2.5913
H: 2.3221 2.2901 -1.0151
H: -5.1432 -2.0551 2.0456
C: -1.5175 -1.8570 4.1790
H: 7.1855 2.5779 -1.7791
H: 5.8552 -4.8592 -1.3334
H: -4.1581 -0.1137 -3.2394
C: 3.3044 -2.6239 -1.2814
H: -1.1448 2.2988 4.5129
C: -3.2255 -0.0053 3.4543
S: -0.0344 0.8847 -2.1501
C: -1.5448 -0.2835 6.4381
C: 4.9264 -4.3945 -1.0253
C: 4.5111 -3.2198 -1.6368
H: -2.6113 0.7019 -3.4307
H: -2.2076 -5.3033 -1.2507
C: -2.0984 -2.3393 -2.2190
H: -4.0283 0.2740 1.4379
C: 2.9625 4.2857 -0.5626
C: -0.8793 -3.1604 3.7336
H: -0.5409 -5.3079 -1.8016
C: 0.6595 3.5841 -0.6125
C: 3.2440 -0.8917 -4.7962
H: 1.3927 6.5918 4.0391
C: -2.9595 4.4832 -3.1654
H: -5.3581 3.3844 -1.0369
H: 3.9633 -0.1093 -4.6145
H: -2.8506 1.4886 1.9233
Hf: -0.3218 -0.6814 0.0152
C: 1.6794 -2.5357 -4.0213
C: 4.2354 0.0533 -1.9306
H: -1.9282 -3.4494 -5.8971
H: 3.5507 -0.8099 -6.9132
P: 0.2735 1.4834 1.8591
H: -4.4737 1.5042 2.6312
C: -4.2806 -3.2083 -0.6923
C: -3.2681 2.9172 -0.8883
C: -1.9684 -3.1319 -4.8623
C: 2.5159 -3.2636 -0.3003
C: -0.0979 5.2921 3.2082
H: -0.9046 6.0067 3.3243
H: -3.3712 2.3149 0.0063
H: -4.1280 -0.4767 3.8517
H: 5.3603 -1.0622 -0.4715
C: 0.6898 3.1319 2.4907
C: 2.9567 -4.4103 0.3482
P: 2.7292 -0.9935 -1.9573
H: -4.5556 -3.7050 1.8430
C: -0.9693 -1.4610 5.5599
H: -5.0845 4.7781 -3.0587
C: -1.6169 -4.0143 -3.8510
H: 4.0140 4.0486 -0.6724
C: 2.5757 -1.4999 -3.7329
H: -0.8709 4.0000 -3.0287
C: 4.1836 1.2635 -2.6334
C: -0.4621 0.6432 5.8484
P: -0.5562 2.2560 -0.7490
C: -0.1341 0.6974 3.4393
H: 0.8988 6.8602 0.2031
C: -1.6823 -3.6418 -2.5159
H: -4.2546 -4.2454 -0.3519
H: 1.9521 -2.6431 -7.3993
H: 2.3423 -4.8612 1.1194
C: 5.3313 -0.1796 -1.0977
H: 3.3010 6.3408 -0.0552
C: -4.2703 -2.7039 2.1630
C: 5.2392 2.1627 -2.5844
C: 2.2292 4.7128 3.4316
C: -1.0261 1.3694 0.6923
H: 1.1523 -3.0373 -3.2178
H: -2.8383 5.1007 -4.0469
H: -0.7955 5.1088 -0.1759
H: 7.2422 0.5124 -0.4162
H: 3.2341 4.9767 3.7369
H: -3.7690 -0.3637 6.0264
C: -3.1303 -2.4312 -0.1287
O: 0.7324 -2.3617 1.1202
H: 1.4579 -0.7489 3.3702
C: 0.3508 -0.5583 5.3410
C: -1.3467 -4.6619 -1.4548
S: 1.8835 0.4810 1.1311
H: -5.2148 -2.7675 -0.3390
O: 0.4971 -2.2796 -1.0347
H: 1.1899 -0.8897 5.9486
N: -2.1935 -1.9277 -0.8319
H: -2.6900 -1.1654 -5.3252
C: 1.2087 5.8613 -0.0764
C: 1.1931 5.6225 3.6001
H: 4.5029 -5.8834 0.4634
C: 3.0166 -1.2973 -6.1064
C: -3.1165 -2.1928 1.3511
H: -1.6406 -3.9407 3.6323
C: -1.0978 1.2097 4.5383
H: -4.0020 -2.7355 3.2154
H: -0.3845 -3.0551 2.7730
H: 0.7586 -3.7427 -5.5290
H: 5.1855 3.0872 -3.1471
C: -4.3761 3.5222 -1.4734
C: -2.5312 0.6408 4.6026
C: 6.3882 0.7216 -1.0494
C: 2.0137 3.2929 -0.7538
C: 2.1232 -2.3194 -6.3797
H: -0.1408 -3.5099 4.4542
H: -1.0376 -4.2050 -0.5166
C: -0.3520 4.0459 2.6541
C: -4.2218 4.3041 -2.6073
C: 4.1635 -4.9780 -0.0222
N: -2.1091 -1.6047 1.8508
H: -1.2981 -5.0230 -4.0938
H: -0.7853 -2.3679 6.1322
C: -3.1170 -0.1072 -2.9033
H: -3.1020 0.1306 -1.8436
C: 2.5601 5.5681 -0.2172
C: 1.9807 3.4636 2.8787
C: -2.4819 -1.4420 -3.2169
H: 2.7844 2.7462 2.7482
C: -2.0075 3.0970 -1.4424
H: -1.3558 3.7746 2.3374
C: 6.3574 1.8811 -1.8101
C: 0.6871 -0.2350 3.9300
C: 1.4619 -2.9429 -5.3295
C: -2.8141 0.0942 5.7825
C: 0.2575 4.8758 -0.2767
C: -2.3946 -1.8565 -4.5431
H: 3.3008 1.5083 -3.2148
C: -3.6603 0.8642 2.2838
C: 1.1892 -2.6655 -0.0167


# 3
Here is a 2-piece molecular cluster, C4H13NO2 overall at a distorted geometry from the Open Molecules 2025 dataset. Energies are from wB97M-V/def2-TZVPD.

Summary:
- 2S+1 = 1
- E_tot (eV) = -9943.1542
- relative energy (zero: lowest compared OMol25 entry of this formula, charge and spin) (eV) = 1.042
- structure (SMILES) = CC(C)NCO.O

CARTESIAN COORDINATES (ANGSTROEM)
H: -1.2290 -0.9521 0.8926
H: -1.3190 1.2878 0.0648
H: 0.6048 0.3013 3.5529
H: 1.0469 -1.1914 1.6389
H: 2.4168 0.6320 1.6505
H: 1.4210 1.7113 0.7392
H: -0.1776 0.8100 -1.1460
H: -0.3400 1.2919 2.6907
O: 1.1503 -0.4280 -3.0716
C: 1.6388 0.6585 0.8723
C: 0.5514 -0.2405 1.4282
C: -0.9497 0.4054 -0.4813
H: -1.8641 -0.9607 -1.4630
H: 2.1580 0.1565 0.0587
H: 1.2378 -1.0160 -2.3448
C: -0.1028 0.2185 2.7111
H: -0.8640 -0.4762 3.0527
N: -0.4225 -0.6191 0.3636
O: -2.0061 -0.0431 -1.3096
H: 0.1997 -0.3308 -3.2022


# 4
Here is one molecule with the formula C5H7NO3 at a distorted geometry from the Open Molecules 2025 dataset. Energies are from wB97M-V/def2-TZVPD.

Summary:
- 2S+1 = 1
- E_tot (eV) = -12928.9937
- relative energy (zero: lowest compared OMol25 entry of this formula, charge and spin) (eV) = 3.190
- structure (SMILES) = N[C@H]1CC(=O)C(O)=C1O

CARTESIAN COORDINATES (ANGSTROEM)
C: -0.7043 -0.1804 0.8028
H: 1.3075 0.6917 -1.7930
N: -0.0459 1.9883 -0.6641
H: -2.3679 0.3444 1.4880
H: -0.8537 2.4367 -0.2624
H: 0.7334 2.1758 -0.0836
O: 0.7479 -1.7967 1.9294
H: 0.0948 -1.7180 2.6555
O: -1.5700 0.0378 1.7993
C: 0.6661 -0.1181 -1.3928
H: -1.4568 0.4952 -1.3141
H: 0.3858 -0.8028 -2.2154
C: 1.2552 -1.1204 -0.3473
O: 2.0169 -1.9880 -0.6419
C: 0.3215 -1.0549 0.8192
C: -0.5306 0.6095 -0.7794